{"formula": "C2H3NO2S", "method": "ωB97M-V with the def2-TZVPD basis set", "species": ["C", "C", "H", "H", "H", "N", "O", "O", "S"], "positions_angstrom": [[0.71, -0.79, -0.10], [-1.79, -0.61, 0.08], [0.78, 1.38, 0.25], [0.68, -1.85, -0.22], [-1.88, -1.70, 0.43], [-0.47, -0.15, -0.22], [-0.26, 1.30, -0.05], [-2.75, 0.17, 0.06], [2.14, -0.01, 0.07]], "mulliken_charge": [0.0149, 0.1562, 0.3136, 0.3034, 0.2495, 0.1855, -0.3917, -0.4350, -0.3964], "homo_energy_ev": -9.72, "relative_energy_kcal_mol": 74.67, "e_tot_ev": -18540.214, "e_lumo_ev": -0.7, "smiles": "O=CN(O)C=S", "gap_ha": 0.3321}

---

{"formula": "C2H3NO2S", "method": "ωB97M-V with the def2-TZVPD basis set", "species": ["C", "C", "H", "H", "H", "N", "O", "O", "S"], "positions_angstrom": [[-0.24, 0.34, -0.47], [0.20, -1.00, -0.92], [-0.23, 1.85, 2.10], [-0.61, 1.10, -1.14], [0.64, -1.25, 0.84], [-0.08, 0.49, 0.78], [-0.43, 1.77, 1.19], [0.62, -1.81, 0.05], [0.13, -1.48, -2.42]], "mulliken_charge": [0.1021, 0.2029, 0.3488, 0.4226, 0.4758, -0.3344, -0.3925, -0.4929, -0.3325], "homo_energy_ev": -9.08, "relative_energy_kcal_mol": 61.13, "e_tot_ev": -18540.802, "e_lumo_ev": -0.5, "smiles": "O/N=C/C(O)=S", "gap_ha": 0.3155}

---

{"formula": "C2H3NO2S", "method": "ωB97M-V with the def2-TZVPD basis set", "species": ["C", "C", "H", "H", "H", "N", "O", "O", "S"], "positions_angstrom": [[1.30, 0.57, -0.83], [-1.29, -1.20, 0.54], [2.30, -0.51, -1.28], [-0.61, 1.85, 0.81], [-1.12, -2.28, 0.92], [0.21, 0.77, 0.34], [-0.04, -0.54, 0.91], [-2.29, -0.68, 0.19], [1.52, 2.03, -1.60]], "mulliken_charge": [-0.0940, 0.2430, 0.3330, 0.3959, 0.2675, -0.2934, -0.2243, -0.3907, -0.2369], "homo_energy_ev": -8.89, "relative_energy_kcal_mol": 196.15, "e_tot_ev": -18534.947, "e_lumo_ev": -1.2, "gap_ha": 0.2844}

---

{"formula": "C2H3NO2S", "method": "ωB97M-V with the def2-TZVPD basis set", "species": ["C", "C", "N", "O", "O", "S", "H", "H", "H"], "positions_angstrom": [[0.60, -0.99, 0.59], [-0.25, 0.18, 0.10], [-0.36, 0.39, -1.36], [0.13, -0.50, -2.08], [-1.05, 1.32, -1.72], [-0.98, 1.35, 1.09], [0.93, -1.15, 1.63], [1.10, -1.44, -0.22], [-0.12, 0.83, 1.97]], "mulliken_charge": [-0.7030, 0.3669, 0.8699, -0.5577, -0.5502, -0.1322, 0.2886, 0.2972, 0.1204], "homo_energy_ev": [-9.20, -9.20], "relative_energy_kcal_mol": 126.89, "e_tot_ev": -18537.950, "e_lumo_ev": [-1.2, -1.2], "smiles": "C=C(S)[N+](=O)[O-]", "gap_ha": [0.2927, 0.2927]}